[1]
The following is a DFT calculation (wB97M-V/def2-TZVPD) of a molecular structure, C6H10OS.

XYZ file:
```
18
C6H10OS (wB97M-V/def2-TZVPD)
C 0.7025 -0.7571 -0.0931
C 0.6369 0.2148 -1.3166
C -0.5354 0.9393 -0.8656
C -1.5228 -0.0864 -0.1921
C -0.3799 -0.1422 0.8669
C 0.0150 1.3557 0.4781
H 1.9450 -2.2092 1.2249
H 0.2161 -1.5855 -0.5851
H 1.3920 0.9916 -1.7689
H 0.2374 -0.3201 -2.1552
H -0.9485 1.6879 -1.5069
H -1.6831 -0.9500 -0.7467
H -2.5488 0.3874 0.3230
H 0.6389 -1.3342 1.9693
H -0.8930 1.8368 1.0952
H 1.0714 1.7548 0.6354
O -0.4696 -0.7099 2.0672
S 2.1260 -1.0736 0.5702
```

- orbital gap (eV) = 9.60
- total charge = 0
- HOMO (eV) = -9.075

---

[2]
The following is a DFT calculation (wB97M-V/def2-TZVPD) of a molecular structure, C47H35F10MnN3O5SSeTe2.

XYZ file:
```
105
C47H35F10MnN3O5SSeTe2 (wB97M-V/def2-TZVPD)
Mn 19.5059 -9.0451 13.1342
C 19.4821 -3.4441 19.1635
C 20.2717 -4.2506 18.1352
C 19.5558 -4.7049 16.9917
C 20.0645 -5.6167 16.1436
C 21.4239 -5.8849 16.2605
C 22.1731 -5.4944 17.3780
C 21.6344 -4.6176 18.3330
S 22.1864 -7.0226 15.1428
O 23.2584 -7.6804 15.8515
O 22.4170 -6.2537 13.9074
N 21.0916 -8.0675 14.7651
C 20.6898 -8.9018 15.7446
C 21.0640 -9.1294 17.1050
C 20.2346 -9.8710 17.9161
C 19.1693 -10.5796 17.3933
C 18.9840 -10.4748 16.0201
N 19.6660 -9.6957 15.2582
H 18.5389 -3.9847 19.3174
H 19.3103 -2.4506 18.8387
H 20.0912 -3.3479 20.0997
H 18.5175 -4.3911 16.9497
H 19.4298 -6.0066 15.3589
H 23.1365 -5.9960 17.6237
H 22.2273 -4.3018 19.1637
H 21.9355 -8.7030 17.6159
H 20.4250 -9.9327 18.9888
H 18.4820 -11.1167 18.0211
H 18.1532 -11.0029 15.5925
C 18.9294 -15.5875 10.1560
C 18.7400 -14.3532 10.8674
C 17.6018 -14.0646 11.6219
C 17.6204 -12.9357 12.4039
C 16.4783 -12.4166 13.1510
O 16.1278 -12.7230 14.2561
C 15.6458 -11.4518 12.4005
C 15.9696 -11.1369 11.0206
C 15.0428 -10.4762 10.2179
C 13.7480 -10.2483 10.7236
C 13.4136 -10.6651 12.0125
C 14.3547 -11.2047 12.8581
C 18.6389 -11.9610 12.3512
O 18.4049 -10.8091 12.8897
C 19.8261 -12.2443 11.6207
C 19.7770 -13.4466 10.8557
C 21.0749 -11.5086 11.7128
N 21.2938 -10.6239 12.5570
C 22.6761 -9.9918 12.7558
C 22.9471 -8.6401 11.9885
Te 24.8987 -8.0511 12.6380
C 26.0792 -8.9496 11.1606
C 26.0831 -8.6069 9.8356
C 26.8039 -9.3214 8.9387
C 27.5849 -10.3841 9.3339
C 27.6708 -10.7159 10.6843
C 26.9302 -9.9321 11.5620
C 22.1955 -11.9868 10.8600
C 22.7114 -11.0918 9.9501
C 23.8979 -11.4465 9.2377
C 24.4230 -12.7692 9.4487
C 23.8633 -13.6649 10.3912
C 22.7729 -13.2384 11.1588
H 18.8927 -15.5434 9.0441
H 18.2891 -16.3748 10.4120
H 19.9313 -15.9494 10.4344
H 16.7611 -14.7102 11.8192
H 16.9733 -11.4534 10.6950
H 15.3383 -10.2103 9.2029
H 13.0509 -9.6306 10.1217
H 12.4682 -10.3610 12.4993
H 14.0432 -11.5740 13.8757
H 20.6469 -13.6608 10.2938
H 23.5363 -10.6591 12.5046
H 22.7097 -9.6505 13.8097
H 22.3266 -7.8146 12.2457
H 22.8084 -8.7953 10.9136
H 25.4596 -7.8531 9.4008
H 26.8437 -9.0291 7.8485
H 28.1489 -10.9778 8.6528
H 28.2515 -11.5234 11.0423
H 27.0166 -10.2268 12.5993
H 22.1885 -10.1456 9.7597
H 24.3909 -10.7706 8.5863
H 25.3485 -12.9829 8.9685
H 24.3379 -14.6386 10.5251
H 22.2773 -13.8745 11.8786
F 16.1718 -6.4437 12.6126
Te 16.6718 -7.1782 14.3115
F 15.7719 -8.8085 14.0478
F 14.9809 -6.5001 14.7371
F 16.6861 -7.9066 16.0761
F 17.4455 -5.6128 15.0476
O 18.3107 -7.6284 13.8900
F 22.3859 -3.0894 10.2517
C 21.8253 -4.3079 10.3968
C 21.9900 -5.3164 9.4265
F 22.7348 -4.9596 8.3724
C 21.3882 -6.4965 9.5926
F 21.8026 -7.4518 8.5936
C 20.5760 -6.9178 10.6342
Se 19.7238 -8.6725 10.6422
C 20.6266 -5.9541 11.6221
F 20.0561 -6.1284 12.8258
C 21.1732 -4.6787 11.5493
F 21.2409 -3.9217 12.6555
```

- orbital gap (spin up / spin down) (eV) = 4.83 / 7.31
- expectation value of S² = 6.34
- total charge = -1
- HOMO (spin up / spin down) (eV) = -5.609 / -5.629
- multiplicity = 5

---

[3]
The following is a DFT calculation (wB97M-V/def2-TZVPD) of a gas-phase ion, C23H44N3O6P2 (charge +1).

XYZ file:
```
78
C23H44N3O6P2 (wB97M-V/def2-TZVPD)
C 5.9826 -1.9132 3.2655
P 4.9143 -1.8668 1.7962
O 5.6750 -3.0578 0.9425
C 5.5920 -0.3352 0.8692
N 6.1615 0.5987 1.8341
C 6.7121 1.8234 1.3230
O 8.1156 1.9029 1.4716
C 6.6131 1.9404 -0.1897
N 5.3106 1.4562 -0.8479
P 5.8367 1.0429 -2.5269
O 6.5476 -0.2236 -2.6027
O 6.6823 2.3387 -2.8435
O 4.4781 1.2715 -3.2841
C 4.5273 0.3313 -0.0236
C 3.4218 1.0203 0.7937
C 3.6690 2.3740 1.4177
O 3.1563 2.7229 2.4529
C 3.8431 -0.6446 -0.9984
C 2.6865 -1.5185 -0.4530
C 1.3015 -1.1298 -0.9974
C 0.2935 -2.3011 -0.9980
C -0.9321 -2.1060 -0.0856
C -2.2621 -2.3438 -0.8000
C -3.4887 -1.9957 0.0559
C -4.6541 -1.3934 -0.7429
C -6.0246 -1.8353 -0.2408
C -7.1613 -1.1416 -1.0003
C -7.4598 0.2752 -0.4831
C -8.7579 0.3652 0.3221
N -9.2367 1.7179 0.4731
C -9.9145 2.4314 -0.4749
C -10.1558 3.6782 0.0059
C -9.6017 3.7371 1.3101
C -9.0502 2.5237 1.5577
H 6.1674 -0.9363 3.6991
H 5.4404 -2.5113 3.9997
H 6.9300 -2.4073 3.0539
H 5.7539 -2.8844 -0.0002
H 6.3839 -0.7238 0.2193
H 5.4807 0.8015 2.5558
H 6.2536 2.6708 1.8361
H 8.3330 2.1292 2.3821
H 7.4174 1.3262 -0.5908
H 6.7638 2.9719 -0.4882
H 4.6967 2.2663 -0.9581
H 7.5669 2.0996 -3.1637
H 4.4535 0.8413 -4.1536
H 3.1248 0.3428 1.5948
H 2.5589 1.1772 0.1351
H 4.3106 3.1008 0.8740
H 3.3763 -0.0276 -1.7571
H 4.5935 -1.2783 -1.4647
H 2.8875 -2.5463 -0.7592
H 2.6413 -1.5374 0.6321
H 0.8928 -0.3329 -0.3687
H 1.3969 -0.7092 -2.0011
H 0.8197 -3.2082 -0.7002
H -0.0612 -2.4407 -2.0203
H -0.9491 -1.0940 0.3274
H -0.8678 -2.7837 0.7694
H -2.2706 -1.7371 -1.7113
H -2.3177 -3.3882 -1.1178
H -3.8333 -2.8944 0.5732
H -3.1722 -1.2987 0.8367
H -4.5505 -1.6762 -1.7939
H -4.5886 -0.3025 -0.6990
H -6.1057 -1.5842 0.8213
H -6.1050 -2.9182 -0.3503
H -6.8632 -1.0595 -2.0476
H -8.0661 -1.7488 -0.9539
H -7.5414 0.9788 -1.3133
H -6.6447 0.6305 0.1520
H -8.5969 -0.0268 1.3280
H -9.5400 -0.2382 -0.1395
H -10.1682 1.9891 -1.4246
H -10.6736 4.4591 -0.5242
H -9.6131 4.5841 1.9734
H -8.5351 2.1793 2.4395
```

- orbital gap (eV) = 6.24
- SMILES = CP(O)[C@@H]1N[C@@H](O)C[N@@H+](P(=O)(O)O)[C@@]1(CC=O)CCCCCCCCCCCCn1cccc1
- total charge = +1
- HOMO (eV) = -9.223

---

[4]
The following is a DFT calculation (wB97M-V/def2-TZVPD) of a gas-phase ion, C6H10 (charge +1).

XYZ file:
```
16
C6H10 (wB97M-V/def2-TZVPD)
C 0.9231 -0.7253 -1.2702
C 0.8194 -0.2261 0.2945
C 1.8779 0.4976 0.8716
C -2.0565 0.5046 -0.2796
C -0.8649 0.5060 0.7571
C -0.3970 -0.7645 1.0357
H 1.9099 -0.3679 -1.5452
H 0.5789 -1.6836 -1.5049
H 0.1108 -0.1766 -1.7592
H 2.3363 0.1708 1.8882
H 2.7815 0.8738 0.2612
H -2.9401 0.0280 0.1170
H -1.8405 -0.0824 -1.2627
H -2.3925 1.4877 -0.6974
H -0.6610 1.4199 1.2111
H -0.1855 -1.4623 1.8829
```

- orbital gap (spin up / spin down) (eV) = 7.55 / 8.29
- expectation value of S² = 0.75
- total charge = +1
- HOMO (spin up / spin down) (eV) = -14.213 / -14.929
- multiplicity = 2

---

[5]
The following is a DFT calculation (wB97M-V/def2-TZVPD) of a molecular structure, C13H20AlN7OSSi.

XYZ file:
```
44
C13H20AlN7OSSi (wB97M-V/def2-TZVPD)
Al -0.2049 0.0717 1.2018
N -2.8858 -1.8699 4.0426
C -2.2938 -1.0325 3.1400
S -0.6203 -0.5969 3.4197
N -3.0245 -0.6408 2.1409
N -2.3060 0.1982 1.2875
C -3.0287 0.9117 0.5182
C -2.5074 1.9134 -0.4044
C -3.4074 2.6233 -1.2050
C -2.9823 3.6424 -2.0352
C -1.6256 3.9718 -2.0509
C -0.7170 3.2888 -1.2656
C -1.1393 2.2414 -0.4373
O -0.2484 1.5932 0.2878
H -2.4337 -1.9990 4.9286
H -3.8885 -1.9426 4.0047
H -4.1083 0.7841 0.5858
H -4.4604 2.3633 -1.1580
H -3.6896 4.1847 -2.6492
H -1.2764 4.7776 -2.6858
H 0.3365 3.5427 -1.2675
N 1.2222 -1.1231 -3.2756
C 0.7254 -2.3657 -3.1495
N 0.9243 -3.2356 -4.1514
N 0.0431 -2.7824 -2.1134
C -0.2038 -2.0108 -1.0948
N -0.4706 -1.3715 -0.1709
H 1.8729 -0.9097 -4.0111
H 1.2847 -0.5514 -2.4492
H 1.3253 -2.9513 -5.0253
H 0.4420 -4.1154 -4.0992
C 3.1109 -0.5952 -0.2365
Si 2.2304 -0.3027 1.4208
C 3.2665 1.0176 2.2650
C 2.5459 -1.9033 2.3691
H 4.1833 -0.7477 -0.0664
H 3.0034 0.2586 -0.9198
H 2.7286 -1.5055 -0.7199
H 4.2563 0.6199 2.5164
H 2.7967 1.3697 3.1897
H 3.4001 1.8885 1.6141
H 3.5642 -2.2686 2.1859
H 1.8378 -2.6865 2.0759
H 2.4220 -1.7548 3.4476
```

- orbital gap (eV) = 7.16
- total charge = 0
- HOMO (eV) = -7.163

---

[6]
The following is a DFT calculation (wB97M-V/def2-TZVPD) of a single C4H4F2N2O molecule.

XYZ file:
```
13
C4H4F2N2O (wB97M-V/def2-TZVPD)
C -0.3844 -1.4012 -0.6121
C -1.4612 -0.6305 -1.0910
C -1.1351 0.6883 -0.6089
C 1.6038 -0.8772 0.9753
N 0.5278 -0.5436 0.1769
N -1.6727 1.9684 -0.5325
O -0.1083 0.7691 0.1424
F 2.8111 -0.3518 0.4499
F 1.4184 -0.3485 2.1999
H 0.1290 -2.3528 -0.7852
H 1.6608 -1.9044 0.9976
H -2.3801 2.2957 -1.2369
H -1.0091 2.6885 -0.0755
```

- orbital gap (eV) = 8.51
- SMILES = NC1=C=CN(C(F)F)O1
- total charge = 0
- HOMO (eV) = -8.160

---

Number 1: DFT total energy -707.8650 Ha, maximum force 6.2 eV Å⁻¹. Number 2: DFT total energy -7837.8261 Ha, maximum force 4.9 eV Å⁻¹. Number 3: DFT total energy -2201.0262 Ha, maximum force 0.9 eV Å⁻¹. Number 4: DFT total energy -234.1128 Ha, maximum force 4.8 eV Å⁻¹. Number 5: DFT total energy -1896.2049 Ha, maximum force 0.7 eV Å⁻¹. Number 6: DFT total energy -539.1267 Ha, maximum force 6.6 eV Å⁻¹.